Record 1
# C19H16O6

A single C19H16O6 molecule (ωB97M-V with the def2-TZVPD basis set, the Open Molecules 2025 dataset).

Structure (XYZ):
```
41
Properties=species:S:1:pos:R:3:forces:R:3:mulliken_charge:R:1
O -6.1266 0.0183 0.3695 -0.1050 -0.0277 -0.4139 -0.318
O 6.2885 0.8279 0.1106 -0.1453 -0.2712 -0.1866 -0.454
O -0.5913 -4.4414 0.0976 0.0207 0.4374 -0.0538 -0.644
O -3.4817 1.7459 -1.2946 0.0277 0.0474 0.0790 -0.463
O -4.3927 1.1325 1.2598 -0.0421 0.0218 0.0077 -0.550
O -1.4572 -2.4405 -0.2743 -0.2213 -0.1133 0.0355 -0.497
C -4.7697 1.2143 -1.1322 -0.0997 -0.1070 0.0869 -0.455
C 1.0984 -1.3040 -0.2404 -0.1681 -0.7443 0.1289 0.678
C -2.4137 0.9507 -1.0337 0.4913 -0.2152 -0.0089 0.666
C 4.7700 -0.7250 -0.7470 0.1994 0.1531 0.1152 -0.669
C -0.0125 0.8716 -0.8524 -0.1969 -0.1427 0.0118 -0.591
C 5.0079 0.3767 0.0791 -0.1180 -0.1517 -0.0875 0.886
C -0.3768 -3.2656 -0.0679 0.0201 -0.6848 0.0382 0.021
C -6.5086 -0.4299 1.6675 0.0220 -0.0118 0.3799 -0.640
C 3.5080 -1.2638 -0.8484 -0.0432 0.1365 0.0525 -0.475
C -1.3126 -1.1203 -0.5123 0.3194 0.8504 -0.1405 -0.341
C 6.5975 1.9313 0.9280 0.0477 0.1997 0.1508 -0.826
C -5.0465 0.7983 0.3130 0.1534 0.1650 -0.0653 0.646
C 3.9492 0.9227 0.7982 0.3123 0.1867 0.0690 -0.364
C 0.9235 -2.6358 -0.0482 0.2231 0.5367 -0.0723 -0.522
C -0.0582 -0.4911 -0.5261 -0.4747 -0.1678 0.0025 0.487
C 2.6804 0.3845 0.6783 -0.0437 -0.2367 -0.1247 -0.786
C -2.4821 -0.4035 -0.7556 -0.1109 -0.0669 -0.0298 -0.102
C -1.1600 1.5782 -1.0990 -0.2422 0.1042 -0.0267 -1.276
C 2.4385 -0.7092 -0.1455 0.1850 0.1150 0.0508 0.112
H -1.1298 2.6270 -1.3451 0.0175 0.1330 -0.0309 0.452
H -3.4116 -0.9475 -0.7156 -0.1278 -0.0610 -0.0079 0.563
H 5.5999 -1.1403 -1.2962 0.0965 -0.0516 -0.0746 0.431
H -6.6995 0.4234 2.3205 -0.0033 -0.0828 -0.0379 0.289
H 3.3357 -2.1123 -1.4934 -0.0119 -0.0848 -0.0700 0.497
H -7.4111 -1.0187 1.5294 0.0497 0.0316 -0.0048 0.231
H 4.0987 1.7634 1.4571 0.0524 0.0673 0.0512 0.394
H -5.7147 -1.0386 2.1040 -0.0751 0.0422 -0.0311 0.296
H 1.7547 -3.2881 0.1684 0.0303 -0.0464 0.0551 0.566
H 6.0423 2.8246 0.6245 0.0105 -0.0416 0.0198 0.336
H 1.8724 0.8041 1.2596 -0.0673 0.0595 0.0312 0.555
H 6.3973 1.7185 1.9830 -0.0048 0.0122 -0.0455 0.334
H 0.9458 1.3623 -0.9180 0.0403 0.0611 -0.0106 0.583
H 7.6633 2.1077 0.7933 -0.0842 0.0264 0.0431 0.243
H -5.4564 2.0253 -1.3933 0.0375 -0.1834 0.0280 0.345
H -4.9588 0.3663 -1.8020 0.0287 0.1054 0.0859 0.361
```
Positions in Å, forces in eV/Å.

Values from the calculation:
- LUMO energy (eV) = 0.157
- SMILES = COC(=O)COc1ccc2c(-c3ccc(OC)cc3)cc(=O)oc2c1
- E_HOMO (eV) = -8.30
- gap between HOMO and LUMO (Eh) = 0.311


Record 2
# C13H44N2O9

A 9-piece molecular cluster, C13H44N2O9 overall in a non-equilibrium geometry (ωB97M-V with the def2-TZVPD basis set, the Open Molecules 2025 dataset).

Structure (XYZ):
```
68
Properties=species:S:1:pos:R:3:forces:R:3:mulliken_charge:R:1
O -13.5310 26.7974 11.0580 -0.1324 0.4501 -0.8730 -0.548
O -26.6353 19.6425 18.2596 -0.1111 -1.1604 -0.9871 -0.621
O -13.6577 19.0336 9.0307 2.0444 -0.5571 -3.8340 -0.477
O -25.9250 16.2301 9.6366 -0.5011 -1.3136 -3.1567 -0.496
O -18.7599 15.6914 3.7959 1.0725 0.6729 -0.9781 -0.561
O -23.5297 28.4643 6.0531 1.4966 -0.2335 0.0055 -0.507
O -20.9501 21.3846 11.4850 0.9279 -0.4308 0.1058 -0.490
O -16.5881 24.1663 4.3445 0.0614 1.8436 -0.0113 -0.509
O -29.2286 24.1010 11.8630 -0.1907 -0.3891 0.2904 -0.491
N -25.3478 20.8539 19.6093 5.5595 3.5397 0.0323 -0.339
N -27.0387 20.0042 20.4784 -2.7616 -2.1338 1.1400 -0.425
C -15.6195 27.1836 9.7574 -0.8636 0.3538 1.0911 -1.302
C -16.9388 22.8888 4.7628 0.2941 -0.8691 -0.9463 -0.427
C -20.1964 15.5398 5.6546 -1.7700 0.9789 0.2111 -1.162
C -20.0247 15.2298 4.1902 0.7816 -0.2474 0.3285 0.557
C -25.8149 16.5618 10.9368 0.3803 1.2079 1.7818 -0.434
C -26.3213 20.0796 19.3353 -2.8886 -0.1909 0.1739 0.635
C -14.0131 19.0429 10.3096 -2.0286 1.1298 2.8906 -0.501
C -13.3687 28.0046 8.9392 0.2773 -0.4666 0.3082 -1.216
C -23.3654 27.2757 6.8720 -2.0571 0.3651 -0.4343 -0.506
C -21.0140 15.8814 3.2303 -0.1751 -0.4075 0.5129 -1.351
C -28.7536 23.0388 12.6698 1.0256 -0.3065 0.5153 -0.529
C -21.6557 22.2070 12.3867 -1.0506 0.1457 -1.1775 -0.478
C -14.2415 27.6782 10.1548 0.6358 0.2190 -0.6849 0.612
H -14.1335 26.3881 11.6834 -0.2539 0.1233 -0.0508 0.312
H -20.9193 14.8440 6.0804 0.1787 -0.0206 0.3873 0.295
H -24.8276 17.0038 11.0712 0.1533 0.1849 0.7408 0.200
H -25.9137 15.6898 11.5832 -0.0887 0.0198 -0.0932 0.201
H -22.6724 22.1949 11.9941 -0.5263 0.2966 0.5838 0.238
H -26.9711 20.6525 21.2499 -0.1018 -0.3659 -0.3892 0.176
H -14.4456 18.1069 10.6632 0.5194 -0.2934 0.0271 0.198
H -24.6879 21.1446 18.9020 -0.1802 -0.0283 0.2353 0.205
H -24.3058 26.7952 6.6021 -0.0951 -0.8604 1.0629 0.223
H -21.6598 21.8738 13.4245 0.3341 0.1542 0.0366 0.228
H -26.5842 17.3028 11.1542 -0.0057 0.0450 0.7900 0.218
H -14.3724 28.6637 10.6018 -0.2200 -0.0704 0.6966 0.094
H -13.4582 27.2044 8.2046 0.2148 0.1314 -0.1852 0.284
H -12.8759 19.5890 8.9860 -0.0409 -0.1621 -0.6672 0.323
H -19.3280 15.7017 6.2932 0.2934 -0.7104 -0.3635 0.387
H -29.4731 22.3919 13.1718 -0.6850 0.1712 -0.3950 0.257
H -22.0346 15.5408 3.4050 0.0369 -0.4673 -0.1482 0.365
H -15.7816 26.1791 9.3664 0.6990 -0.0055 -0.1614 0.342
H -23.3052 27.5683 7.9203 -0.0215 -0.2675 0.0573 0.219
H -14.8412 19.7510 10.3384 -0.3524 0.2949 0.9892 0.212
H -27.8271 19.3754 20.4216 -0.0498 0.3680 0.3744 0.204
H -20.6770 16.5181 5.6662 -0.1902 0.2084 0.3245 0.276
H -20.6597 15.6096 2.2360 -0.3705 0.2603 -0.1151 0.323
H -22.6187 26.5137 6.6489 0.6012 0.9439 -0.6321 0.257
H -28.0720 22.3938 12.1152 0.0065 -0.1217 -0.1788 0.232
H -18.0674 15.3175 4.3458 -0.1195 -0.0890 0.1057 0.310
H -21.3107 23.2277 12.2214 0.2688 -0.1211 0.5014 0.208
H -16.1526 27.8944 9.1261 0.3416 0.0586 -0.3188 0.359
H -13.2060 19.4363 10.9277 -0.1428 -0.4094 0.5933 0.244
H -17.4862 22.8570 5.7048 0.3010 0.1767 0.1582 0.187
H -17.5870 22.4943 3.9803 -0.1797 -0.4242 0.1370 0.199
H -15.6423 24.2514 4.2033 -0.1620 -0.1481 0.1451 0.315
H -21.1081 16.9601 3.3559 0.6162 0.0947 -0.0434 0.347
H -12.3256 28.1456 9.2223 0.0516 -0.3239 0.1330 0.341
H -29.4843 23.7019 11.0282 -0.1332 0.1741 -0.0892 0.303
H -16.0196 22.3030 4.7601 -0.3146 -0.5811 0.5229 0.235
H -26.1483 17.0128 9.1275 0.0632 -0.1435 -0.0631 0.312
H -20.0246 14.1473 4.0620 -0.3537 -0.2704 -0.2206 0.215
H -16.1950 27.2409 10.6814 -0.3361 -0.2965 0.1953 0.372
H -25.2682 21.2070 20.5522 0.5347 -0.0253 -0.5854 0.164
H -24.4174 28.7701 6.2530 0.0762 0.0531 -0.0586 0.315
H -28.1542 23.4232 13.4950 -0.0216 0.4701 -0.1396 0.227
H -21.2952 20.4922 11.5636 0.0441 -0.0454 -0.0488 0.294
H -13.6440 28.9694 8.5132 -0.4162 -0.1784 -0.1547 0.351
```
Positions in Å, forces in eV/Å.

Values from the calculation:
- LUMO energy (eV) = 0.312
- SMILES = NC(N)=O.CC(C)O.CC(C)O.CO.CO.CO.CO.CO.CO
- E_HOMO (eV) = -9.96
- gap between HOMO and LUMO (Eh) = 0.378